(1)
{"formula": "C20H42ClN4O", "method": "ωB97M-V with the def2-TZVPD basis set", "elements": ["C", "C", "C", "C", "C", "C", "C", "C", "C", "C", "C", "C", "C", "C", "C", "O", "Cl", "N", "C", "C", "N", "C", "C", "N", "C", "N", "H", "H", "H", "H", "H", "H", "H", "H", "H", "H", "H", "H", "H", "H", "H", "H", "H", "H", "H", "H", "H", "H", "H", "H", "H", "H", "H", "H", "H", "H", "H", "H", "H", "H", "H", "H", "H", "H", "H", "H", "H", "H"], "xyz": [[-3.2135, -1.0922, 5.3568], [-4.3024, -0.5346, 4.2995], [-3.6110, -0.3643, 2.8509], [-4.7150, -0.0290, 1.6930], [-4.4195, -0.8680, 0.3386], [-4.6350, 0.1222, -0.9105], [-3.3425, 1.0782, -1.2072], [-2.5000, 0.4505, -2.4614], [-1.5323, -0.6671, -1.8344], [-0.4467, -1.2764, -2.8510], [1.0049, -0.5911, -2.7897], [1.6794, -0.5467, -1.3342], [2.7762, -1.7422, -1.1358], [2.2801, -3.1412, -1.7954], [3.1852, -4.3594, -1.2435], [2.8751, -4.9951, -0.1997], [4.7151, -4.8878, -2.0916], [4.1209, -1.2919, -1.6348], [4.6083, -0.2071, -0.7082], [3.4044, 0.7252, -0.1210], [4.0340, 2.0094, 0.2636], [3.5699, 2.5223, 1.5885], [3.3758, 4.1185, 1.6678], [2.3051, 0.8328, -1.1310], [1.1602, 1.6697, -0.6021], [1.4126, 3.1523, -0.7971], [-2.4568, -1.7664, 4.8293], [-3.6845, -1.7051, 6.1986], [-2.6272, -0.2237, 5.8267], [-4.7593, 0.4766, 4.6181], [-5.1989, -1.2566, 4.1625], [-3.0047, -1.3051, 2.6204], [-2.9011, 0.5489, 2.8540], [-5.7843, -0.2366, 2.0563], [-4.6160, 1.0872, 1.4289], [-3.3204, -1.1954, 0.3941], [-5.1061, -1.7946, 0.2471], [-4.8814, -0.5086, -1.8308], [-5.5132, 0.8324, -0.6645], [-3.6443, 2.1656, -1.3816], [-2.7239, 1.0367, -0.2256], [-3.2453, -0.0002, -3.2249], [-1.9355, 1.3192, -2.9807], [-1.1075, -0.2472, -0.8611], [-2.2182, -1.5498, -1.5256], [-0.3981, -2.4044, -2.6742], [-0.8711, -1.1173, -3.9169], [0.9110, 0.4876, -3.1977], [1.6680, -1.1389, -3.5692], [0.9442, -0.6745, -0.4589], [2.9206, -1.9825, -0.0118], [1.2236, -3.3173, -1.3754], [2.3320, -3.1517, -2.9352], [4.0926, -0.9058, -2.5997], [4.8044, -2.0798, -1.6176], [5.1505, -0.6142, 0.2297], [5.3224, 0.4957, -1.2837], [2.9587, 0.2139, 0.8217], [3.9881, 2.7173, -0.4812], [4.3982, 2.2556, 2.3550], [2.6014, 2.0304, 1.9701], [4.2849, 4.6328, 2.1277], [2.4490, 4.2999, 2.3385], [3.1751, 4.5226, 0.6062], [0.1772, 1.4596, -1.1743], [0.9252, 1.4118, 0.5018], [1.1425, 3.5923, 0.1029], [0.7394, 3.5026, -1.5093]], "forces_ev_per_angstrom": [[-0.24, 0.31, -0.02], [0.29, -0.17, -0.52], [-0.93, 0.86, 0.17], [0.78, -0.51, -0.06], [-0.15, 0.94, 0.23], [0.03, 0.33, 0.20], [-0.37, -1.19, 0.07], [-0.09, 0.75, 1.02], [-0.84, -0.55, -0.51], [-0.41, 0.33, -0.07], [-0.56, 0.11, -0.53], [0.57, -0.32, -0.12], [-1.66, -1.01, 0.55], [0.95, -0.11, 0.42], [-1.88, -2.28, 4.28], [1.36, 3.19, -4.89], [-1.25, 1.00, 0.29], [0.41, -0.11, 0.29], [0.62, 2.38, 1.29], [0.20, -0.22, 0.06], [-1.17, -0.94, 0.35], [0.66, 0.66, 1.52], [-0.42, -0.48, -0.23], [-0.61, -1.01, 0.68], [-0.97, 0.98, -0.46], [-1.11, -1.00, 0.81], [-1.07, 0.87, 0.64], [0.57, 0.96, -1.16], [-0.87, -1.27, -0.68], [0.82, -1.60, -0.35], [1.57, 1.01, 0.36], [-0.91, 1.23, 0.18], [-0.83, -1.59, 0.19], [1.60, 0.37, -0.47], [-0.33, -1.66, 0.49], [-1.63, 0.27, -0.27], [1.20, 1.50, 0.22], [0.24, 1.08, 1.09], [1.16, -1.41, -0.52], [0.33, -1.59, 0.08], [-0.70, 0.28, -1.70], [1.36, 0.72, 1.23], [-0.63, -1.55, 0.75], [-0.32, -0.67, -1.38], [1.11, 1.49, -0.40], [0.14, 1.51, -0.31], [0.81, -0.38, 1.66], [0.21, -1.68, 0.89], [-0.83, 0.91, 1.38], [0.72, -0.30, -1.44], [-0.15, 0.59, -1.83], [1.70, 0.11, -0.85], [-0.28, 0.14, 1.59], [-0.25, -0.40, 0.64], [-0.56, 0.50, -0.25], [-0.83, 0.28, -1.87], [-1.15, -1.31, 0.92], [0.95, 0.84, -1.14], [-0.35, -0.59, 0.46], [-1.50, 0.29, -1.08], [1.40, 0.56, -0.85], [-1.33, -0.70, -0.74], [1.62, -0.01, -1.14], [0.30, -0.46, 1.79], [1.84, -0.31, 0.74], [0.58, 0.39, -1.52], [0.31, -0.09, -0.96], [0.78, -0.32, 0.78]], "orbital_gap_ev": 8.898, "homo_ev": -11.9755, "lumo_ev": -3.1, "total_energy_ha": -1541.2899, "smiles": "CCCCCCCCCCC[C@H]1[C@@H](CC(=O)Cl)[NH2+]C[C@@H](NCC)N1CN", "charge": 1}



(2)
{"formula": "C20H42EuNPSi2", "method": "ωB97M-V with the def2-TZVPD basis set", "elements": ["C", "C", "C", "C", "C", "C", "C", "C", "N", "Eu", "C", "P", "H", "H", "H", "H", "H", "H", "H", "H", "C", "C", "H", "C", "C", "H", "H", "H", "H", "H", "H", "H", "H", "H", "H", "H", "H", "H", "H", "C", "Si", "C", "C", "C", "Si", "C", "C", "C", "H", "H", "H", "H", "H", "H", "H", "H", "H", "H", "H", "H", "H", "H", "H", "H", "H", "H", "H"], "xyz": [[-4.5539, -1.1228, 0.1803], [-3.8368, -0.8069, -0.9865], [-2.6012, -0.1056, -0.9188], [-2.1827, 0.2853, 0.3272], [-2.8268, -0.0409, 1.5065], [-4.0349, -0.7733, 1.4350], [-1.7896, 0.1131, -2.1758], [-0.8662, 1.3337, -2.3747], [-1.3277, 2.5977, -1.8583], [0.2138, 0.6280, 0.0696], [-2.1876, 0.3012, 2.8424], [-0.9214, 1.6373, 2.6257], [-4.2326, -1.1419, -1.9470], [-4.5339, -1.0711, 2.3679], [-5.5172, -1.6529, 0.1327], [-1.6449, -0.5808, 3.2281], [-2.9247, 0.6309, 3.5969], [-1.2104, -0.8075, -2.3631], [-2.4993, 0.1517, -3.0089], [0.3008, 1.2281, -2.1311], [-0.3747, 1.8887, 4.3293], [-2.0732, 3.0397, 2.4172], [-0.7408, 1.3616, -3.4729], [-2.7158, 2.8292, -1.4136], [-0.8572, 3.7179, -2.7127], [2.0498, 1.6173, 1.3953], [-3.0933, 3.7870, -1.8304], [-3.4820, 2.0559, -1.6624], [-2.7337, 2.9657, -0.3201], [-1.6611, 4.4078, -3.0222], [-0.1073, 4.2884, -2.1499], [-0.3689, 3.3129, -3.6282], [-2.6602, 3.1393, 3.3403], [-1.4885, 3.9547, 2.2494], [-2.7491, 2.8869, 1.5673], [-1.2320, 2.0467, 4.9933], [0.1963, 1.0174, 4.6671], [0.2750, 2.7645, 4.3666], [1.4599, 2.0725, 1.7099], [4.5167, -1.2971, -2.1096], [3.3218, -0.5487, -0.8726], [4.2767, -0.6850, 0.7574], [3.1012, 1.2615, -1.3494], [1.6581, -1.3574, -0.8207], [1.3414, -3.0201, -0.0696], [1.7196, -3.0958, 1.7992], [-0.4363, -3.5773, -0.3703], [2.5040, -4.3437, -0.7512], [5.5456, -1.0955, -1.7684], [4.3809, -0.8407, -3.1003], [4.3985, -2.3830, -2.2254], [5.0267, 0.1262, 0.7845], [3.6351, -0.6016, 1.6491], [4.8162, -1.6481, 0.8035], [2.3201, 1.4160, -2.1142], [2.9124, 1.9405, -0.4992], [4.0534, 1.5604, -1.8196], [1.2704, -1.3757, -1.8720], [1.0487, -2.4422, 2.3800], [1.5845, -4.1296, 2.1661], [2.7611, -2.8084, 2.0157], [-0.6436, -3.6901, -1.4459], [-0.6317, -4.5604, 0.0923], [-1.1840, -2.8736, 0.0316], [2.4240, -4.4318, -1.8436], [3.5558, -4.1336, -0.5083], [2.2568, -5.3226, -0.3105]], "forces_ev_per_angstrom": [[0.29, 0.14, 0.08], [0.24, 0.04, -0.04], [-2.02, -1.15, 0.51], [1.78, 0.92, 0.73], [-1.48, -0.99, -0.26], [0.40, 0.36, 0.30], [-0.02, -0.49, -0.29], [1.22, -0.37, -0.87], [-0.44, 1.04, -0.53], [0.87, 0.22, 0.12], [0.16, -0.08, 0.07], [-1.11, -0.44, -0.42], [0.00, 0.10, 0.10], [-0.01, 0.09, -0.49], [0.59, 0.23, -0.12], [-0.30, 0.21, 0.06], [0.23, -0.25, -0.17], [0.08, 0.28, -0.01], [0.06, 0.03, 0.04], [-2.16, -0.20, -0.28], [0.04, 0.02, 0.45], [0.11, 0.44, 0.10], [-0.19, 0.16, 0.15], [-0.81, 0.15, 0.30], [0.73, -0.30, 0.12], [-0.86, 1.12, 0.71], [0.31, -0.59, 0.08], [0.88, 0.43, 0.06], [-0.10, -0.26, -0.50], [0.28, -0.43, 0.19], [-0.07, 0.13, -0.32], [-0.28, 0.37, 0.52], [0.04, 0.12, -0.23], [-0.29, -0.08, 0.07], [0.27, -0.09, 0.33], [0.18, -0.03, 0.01], [-0.07, 0.15, 0.00], [0.02, -0.01, 0.11], [1.35, -1.03, -0.55], [0.34, 0.17, -0.38], [-0.89, -1.50, 0.27], [0.00, 0.32, 0.13], [0.38, 0.52, -0.19], [-0.03, -0.08, 0.09], [0.76, 0.48, -0.16], [-0.19, 0.02, 0.03], [-0.27, -0.22, 0.05], [-0.11, -0.43, -0.07], [-0.18, -0.06, -0.27], [0.13, -0.14, 0.10], [-0.04, 0.28, 0.15], [-0.16, -0.31, 0.13], [0.24, 0.00, -0.20], [-0.26, 0.36, -0.01], [0.26, -0.10, 0.21], [0.13, -0.13, -0.36], [-0.29, 0.23, 0.19], [0.10, 0.01, 0.39], [0.19, -0.15, -0.03], [-0.01, 0.38, -0.12], [-0.34, -0.04, -0.11], [0.10, 0.08, 0.21], [0.08, 0.29, -0.12], [0.21, -0.11, -0.08], [0.03, 0.00, 0.19], [-0.24, 0.05, -0.03], [0.11, 0.13, -0.16]], "orbital_gap_ev": [7.049, 7.067], "homo_ev": [-6.7796, -6.8032], "lumo_ev": [0.3, 0.3], "total_energy_ha": -2472.5757, "spin_multiplicity": 8, "s_squared": 15.76}